Record 1
{
  "formula": "C15H5Cl44IN2OP",
  "method": "ωB97M-V with the def2-TZVPD basis set",
  "symbols": ["O", "P", "I", "C", "C", "C", "N", "N", "C", "H", "H", "H", "H", "H", "C", "Cl", "Cl", "Cl", "Cl", "C", "Cl", "Cl", "Cl", "Cl", "C", "Cl", "Cl", "Cl", "Cl", "C", "Cl", "Cl", "Cl", "Cl", "C", "Cl", "Cl", "Cl", "Cl", "C", "Cl", "Cl", "Cl", "Cl", "C", "Cl", "Cl", "Cl", "Cl", "C", "Cl", "Cl", "Cl", "Cl", "C", "Cl", "Cl", "Cl", "Cl", "C", "Cl", "Cl", "Cl", "Cl", "C", "Cl", "Cl", "Cl", "Cl"],
  "xyz": [[-4.37, -0.72, 1.64], [-2.74, -0.71, 2.21], [-2.83, -1.78, 4.41], [-2.36, 1.13, 2.47], [-2.47, 1.83, 3.88], [-2.15, 3.34, 3.75], [-1.81, 4.13, 2.66], [-1.70, 3.51, 1.49], [-1.96, 2.13, 1.39], [-4.86, 0.04, 2.02], [-2.75, 1.28, 4.83], [-2.22, 3.92, 4.74], [-1.46, 4.07, 0.65], [-1.85, 1.70, 0.33], [-1.70, -4.24, 7.58], [-0.36, -3.09, 7.70], [-3.24, -3.36, 7.42], [-1.47, -5.28, 6.16], [-1.76, -5.25, 9.04], [1.99, 0.55, 2.16], [3.33, 1.70, 2.28], [0.45, 1.44, 2.02], [2.20, -0.47, 0.73], [1.95, -0.47, 3.61], [-2.24, -6.56, 2.35], [-2.76, -4.90, 2.73], [-3.61, -7.67, 2.57], [-1.69, -6.63, 0.66], [-0.92, -7.03, 3.43], [5.25, 2.19, -1.18], [5.09, 3.50, 0.01], [6.39, 0.97, -0.57], [3.66, 1.43, -1.45], [5.86, 2.85, -2.72], [6.62, 0.32, 5.05], [6.33, 1.03, 6.65], [8.29, 0.65, 4.55], [6.35, -1.43, 5.12], [5.49, 1.04, 3.87], [1.17, -1.82, -2.98], [0.65, -0.16, -2.61], [-0.20, -2.93, -2.73], [1.70, -1.91, -4.67], [2.50, -2.28, -1.90], [-5.44, -1.86, -1.64], [-6.09, -0.20, -1.67], [-6.13, -2.78, -2.99], [-3.67, -1.80, -1.80], [-5.88, -2.64, -0.11], [-9.74, 0.09, -3.07], [-9.88, -1.02, -1.68], [-11.36, 0.57, -3.60], [-8.82, 1.53, -2.59], [-8.90, -0.74, -4.40], [1.50, -3.55, -8.50], [1.38, -4.64, -7.10], [-0.13, -3.07, -9.00], [2.43, -2.11, -8.05], [2.31, -4.39, -9.84], [8.40, 6.50, -2.28], [7.99, 7.99, -1.41], [10.16, 6.23, -2.18], [7.55, 5.12, -1.56], [7.93, 6.67, -3.99], [1.34, 3.62, -4.81], [1.74, 5.35, -4.90], [1.72, 2.84, -6.36], [2.29, 2.86, -3.52], [-0.39, 3.42, -4.46]],
  "homo_lumo_gap_ev": 6.81,
  "total_charge": 1,
  "spin_multiplicity": 1,
  "lumo_energy_ha": -0.1998,
  "homo_ev": -12.24,
  "energy_ev": -589026.3934
}

***

Record 2
{
  "formula": "C2HNdO2",
  "method": "ωB97M-V with the def2-TZVPD basis set",
  "symbols": ["O", "C", "C", "O", "H", "Nd"],
  "xyz": [[-2.02, 0.86, -2.28], [-1.73, 0.20, -1.34], [2.37, -0.95, 0.30], [1.82, -1.93, 0.85], [3.47, -1.07, 0.12], [-0.02, -0.30, 0.57]],
  "homo_lumo_gap_ev": [6.73, 7.46],
  "total_charge": 1,
  "spin_multiplicity": 5,
  "lumo_energy_ha": [-0.1827, -0.1836],
  "homo_ev": [-11.70, -12.45],
  "s_squared": 6.006,
  "energy_ev": -21451.6988,
  "de_lowest_kcal_mol": 0.00
}

***

Record 3
{
  "formula": "C8H20F2LiNO8S2",
  "method": "ωB97M-V with the def2-TZVPD basis set",
  "symbols": ["Li", "N", "S", "O", "O", "F", "S", "O", "O", "F", "C", "O", "C", "C", "O", "C", "H", "H", "H", "H", "H", "H", "H", "H", "H", "H", "C", "O", "C", "C", "O", "C", "H", "H", "H", "H", "H", "H", "H", "H", "H", "H"],
  "xyz": [[17.96, -8.50, 0.59], [16.70, -7.72, 1.83], [15.41, -6.86, 1.56], [15.49, -5.62, 0.83], [14.34, -7.00, 2.51], [14.97, -7.84, 0.32], [17.15, -6.80, 3.16], [16.47, -7.17, 4.37], [17.63, -5.48, 2.95], [18.55, -7.59, 3.39], [21.03, -9.14, 1.19], [20.04, -8.36, 0.50], [20.58, -7.33, -0.30], [19.37, -6.44, -0.64], [18.31, -7.24, -1.09], [17.26, -6.61, -1.80], [21.23, -8.65, 2.14], [21.90, -9.28, 0.55], [20.62, -10.12, 1.41], [20.99, -7.75, -1.22], [21.30, -6.70, 0.24], [19.72, -5.65, -1.32], [19.05, -5.96, 0.29], [16.53, -7.39, -2.00], [17.55, -6.11, -2.73], [16.81, -5.81, -1.20], [18.41, -10.69, -1.67], [17.71, -10.00, -0.65], [16.82, -10.80, 0.10], [17.50, -11.93, 0.89], [18.66, -11.39, 1.52], [19.36, -12.40, 2.23], [19.25, -11.22, -1.24], [18.73, -10.00, -2.45], [17.78, -11.45, -2.14], [16.11, -11.25, -0.60], [16.35, -10.16, 0.85], [17.79, -12.77, 0.25], [16.87, -12.37, 1.68], [19.66, -11.92, 3.16], [20.26, -12.74, 1.71], [18.84, -13.31, 2.54]],
  "homo_lumo_gap_ev": 10.26,
  "spin_multiplicity": 1,
  "lumo_energy_ha": 0.0030,
  "homo_ev": -10.18,
  "energy_ev": -53799.1566,
  "de_lowest_kcal_mol": 44.09
}

***

Repeat the third record exactly.
{
  "formula": "C8H20F2LiNO8S2",
  "method": "ωB97M-V with the def2-TZVPD basis set",
  "symbols": ["Li", "N", "S", "O", "O", "F", "S", "O", "O", "F", "C", "O", "C", "C", "O", "C", "H", "H", "H", "H", "H", "H", "H", "H", "H", "H", "C", "O", "C", "C", "O", "C", "H", "H", "H", "H", "H", "H", "H", "H", "H", "H"],
  "xyz": [[17.96, -8.50, 0.59], [16.70, -7.72, 1.83], [15.41, -6.86, 1.56], [15.49, -5.62, 0.83], [14.34, -7.00, 2.51], [14.97, -7.84, 0.32], [17.15, -6.80, 3.16], [16.47, -7.17, 4.37], [17.63, -5.48, 2.95], [18.55, -7.59, 3.39], [21.03, -9.14, 1.19], [20.04, -8.36, 0.50], [20.58, -7.33, -0.30], [19.37, -6.44, -0.64], [18.31, -7.24, -1.09], [17.26, -6.61, -1.80], [21.23, -8.65, 2.14], [21.90, -9.28, 0.55], [20.62, -10.12, 1.41], [20.99, -7.75, -1.22], [21.30, -6.70, 0.24], [19.72, -5.65, -1.32], [19.05, -5.96, 0.29], [16.53, -7.39, -2.00], [17.55, -6.11, -2.73], [16.81, -5.81, -1.20], [18.41, -10.69, -1.67], [17.71, -10.00, -0.65], [16.82, -10.80, 0.10], [17.50, -11.93, 0.89], [18.66, -11.39, 1.52], [19.36, -12.40, 2.23], [19.25, -11.22, -1.24], [18.73, -10.00, -2.45], [17.78, -11.45, -2.14], [16.11, -11.25, -0.60], [16.35, -10.16, 0.85], [17.79, -12.77, 0.25], [16.87, -12.37, 1.68], [19.66, -11.92, 3.16], [20.26, -12.74, 1.71], [18.84, -13.31, 2.54]],
  "homo_lumo_gap_ev": 10.26,
  "spin_multiplicity": 1,
  "lumo_energy_ha": 0.0030,
  "homo_ev": -10.18,
  "energy_ev": -53799.1566,
  "de_lowest_kcal_mol": 44.09
}